1.
86
Properties=species:S:1:pos:R:3:forces:R:3 method="wB97M-V/def2-TZVPD" spin_multiplicity=4 gap_ev="6.9 / 7.3" charge=+1 e_above_lowest_kj_mol=27.8 homo_energy_ev="-9.5884 / -10.0492"
V 0.031 -0.432 0.642 -0.1412 0.6587 0.1194
C 4.041 1.744 1.649 0.0015 -0.0246 0.0524
C 4.156 0.428 0.946 -0.0505 0.0749 -0.0159
N 5.305 0.093 0.421 0.0116 -0.0333 -0.0414
C 5.423 -1.100 -0.208 0.0365 0.0799 0.0771
C 4.400 -1.998 -0.308 -0.0675 -0.0832 -0.0437
C 4.634 -3.311 -1.012 -0.0109 0.0229 0.0034
O 4.508 -4.446 -0.161 -0.0266 0.0183 0.0045
C 3.130 -1.647 0.225 0.0120 -0.0122 -0.0194
C 2.084 -2.641 0.253 0.0944 -0.0645 -0.0154
N 0.828 -2.418 0.445 -0.0917 0.0035 0.0459
C 0.014 -3.569 0.635 0.0187 -0.1119 -0.0726
C 0.140 -4.715 -0.148 0.0866 0.0538 -0.0857
C -0.613 -5.845 0.117 -0.0501 -0.0307 0.0238
C -1.529 -5.851 1.162 0.0201 0.0444 0.0020
C -1.695 -4.709 1.933 0.0050 -0.0268 -0.0528
C -0.928 -3.587 1.656 -0.0610 0.1601 0.1686
I -1.136 -1.880 2.859 0.0327 -0.0604 0.0633
C 2.978 -0.396 0.854 0.0200 -0.0469 0.0226
O 1.870 0.044 1.364 -0.0756 -0.1028 -0.2511
H 5.007 2.241 1.652 0.0022 0.0067 0.0043
H 3.298 2.384 1.166 0.0144 -0.0170 0.0076
H 3.699 1.594 2.676 0.0040 0.0290 -0.0005
H 6.397 -1.322 -0.628 0.0033 0.0093 -0.0003
H 3.896 -3.460 -1.803 0.0051 -0.0230 -0.0012
H 5.619 -3.290 -1.487 0.0012 -0.0012 -0.0114
H 5.184 -4.393 0.523 0.0039 0.0104 -0.0012
H 2.424 -3.672 0.167 0.0036 0.0023 0.0276
H 0.830 -4.704 -0.982 -0.0060 -0.0204 0.0092
H -0.488 -6.724 -0.501 0.0021 0.0010 0.0006
H -2.113 -6.735 1.380 0.0029 -0.0066 -0.0106
H -2.404 -4.695 2.749 0.0003 -0.0043 0.0024
C -0.162 1.509 4.233 0.0003 0.0453 -0.0313
Sb -0.341 2.281 2.239 0.0032 -0.2144 0.0451
C 1.003 3.927 2.503 -0.0042 -0.0534 -0.0211
C -2.181 3.373 2.554 0.0694 -0.0137 -0.0494
C -2.556 4.133 1.316 0.0491 0.0015 0.0520
C -1.969 5.380 1.093 -0.0097 -0.0148 0.0126
C -2.240 6.119 -0.045 -0.0110 -0.0082 0.0020
C -3.124 5.615 -0.989 0.0092 0.0059 0.0071
C -3.719 4.384 -0.775 0.0050 -0.0058 -0.0074
C -3.446 3.620 0.362 -0.0649 0.0020 0.0340
C -4.115 2.289 0.518 0.0318 -0.0139 -0.0268
Sb -2.909 0.627 -0.208 0.0134 -0.1570 -0.1086
C -2.728 1.403 -2.189 0.0152 0.0013 0.0537
C -4.604 -0.647 -0.514 0.0421 0.0272 0.0172
H -0.077 2.323 4.952 -0.0010 0.0008 -0.0009
H 0.721 0.874 4.297 -0.0012 -0.0007 0.0031
H -1.046 0.920 4.480 0.0019 0.0028 0.0079
H 0.638 4.563 3.309 -0.0104 -0.0049 -0.0048
H 1.087 4.510 1.588 -0.0021 0.0081 0.0042
H 1.981 3.534 2.774 0.0059 0.0195 -0.0097
H -2.003 4.048 3.392 0.0045 -0.0017 -0.0018
H -2.932 2.647 2.859 -0.0318 0.0251 -0.0047
H -1.296 5.781 1.843 -0.0077 0.0068 -0.0039
H -1.779 7.088 -0.187 0.0017 -0.0008 0.0007
H -3.361 6.185 -1.878 -0.0020 -0.0044 -0.0010
H -4.424 3.999 -1.503 -0.0008 -0.0011 0.0000
H -5.019 2.247 -0.092 0.0097 0.0131 -0.0135
H -4.411 2.078 1.545 0.0313 0.0063 0.0182
H -3.719 1.550 -2.619 -0.0018 0.0153 0.0016
H -2.152 0.707 -2.794 -0.0278 0.0008 0.0289
H -2.206 2.357 -2.139 -0.0065 0.0182 -0.0177
H -5.308 -0.165 -1.192 0.0003 0.0124 0.0137
H -5.095 -0.838 0.440 -0.0092 0.0067 -0.0053
H -4.278 -1.592 -0.939 -0.0280 -0.0201 -0.0042
O 0.251 0.498 -1.189 0.1193 -0.0792 0.0206
N 1.443 0.664 -1.753 -0.0262 0.0074 0.0909
C 1.887 -0.251 -2.629 -0.0142 -0.0410 -0.0284
C 3.126 -0.099 -3.212 0.0170 0.0063 -0.0314
C 3.910 0.997 -2.885 -0.0110 -0.0347 0.0527
C 3.418 1.927 -1.984 -0.0082 0.0248 -0.0144
C 2.168 1.744 -1.433 0.0604 0.0492 0.0134
H 1.204 -1.069 -2.812 -0.0017 0.0030 0.0026
H 3.469 -0.843 -3.916 -0.0124 -0.0126 0.0074
H 4.892 1.120 -3.318 -0.0027 0.0033 -0.0080
H 3.998 2.791 -1.696 -0.0101 0.0055 0.0128
H 1.701 2.406 -0.718 -0.0079 -0.0198 -0.0121
N -3.019 -3.911 -1.298 -0.0014 -0.0209 0.0685
C -2.532 -3.150 -2.286 -0.0004 -0.0224 -0.1492
N -3.027 -3.370 -3.515 0.0541 0.0602 0.0258
S -1.378 -1.951 -2.014 -0.0179 -0.1251 -0.0707
H -3.653 -4.672 -1.473 -0.0063 -0.0020 0.0133
H -2.604 -3.839 -0.384 0.0060 0.0071 -0.0088
H -3.753 -4.041 -3.700 -0.0059 -0.0055 0.0142
H -2.723 -2.767 -4.259 -0.0049 -0.0128 -0.0006



2.
25
Properties=species:S:1:pos:R:3:forces:R:3 method="wB97M-V/def2-TZVPD" gap_ev=8.4 charge=+1 homo_energy_ev=-12.4562
O 1.361 0.528 2.929 1.4426 -4.9534 -9.9039
C 1.484 -0.018 1.691 -2.6451 4.7013 1.3758
N 1.382 -0.147 0.300 0.0090 0.8077 7.5803
C -0.105 -0.290 -0.088 0.6810 -1.3301 -0.5630
C -0.816 1.157 0.046 1.6996 1.9373 -2.0023
N -2.208 1.195 0.619 -0.8832 0.1128 1.8626
C -2.865 -0.200 0.669 0.7451 -0.9909 -0.2897
Br -4.720 -0.103 1.437 1.7523 0.1589 -0.7475
C -1.807 -1.089 1.606 -1.5721 -0.4471 -0.8485
N -0.647 -1.429 0.712 -1.7844 0.2039 -0.0683
H -0.100 -0.632 -1.230 0.2084 1.0670 2.5271
H -0.898 1.611 -1.056 0.2098 -1.1127 2.4410
H -0.176 1.966 0.648 -1.2442 -2.1428 -1.2180
H -2.827 1.915 0.169 0.6920 -0.8572 0.2417
H -2.107 1.509 1.632 -0.4049 -0.4519 -1.4034
H -2.874 -0.567 -0.465 -0.2493 0.6012 2.6715
H -1.508 -0.480 2.561 -0.4602 -1.0509 -1.8473
H -2.408 -2.060 1.955 1.6122 2.1442 -0.8201
H -0.838 -2.287 0.121 0.2599 1.5868 0.9866
C 3.805 0.229 -2.553 0.1124 -0.0374 0.1420
O 3.520 -1.151 -2.425 -0.1314 -0.3809 0.4088
H 3.585 0.544 -3.575 0.0336 -0.1552 0.1432
H 3.183 0.797 -1.857 0.0725 0.2604 -0.0323
H 4.862 0.405 -2.339 -0.0452 0.2742 -0.0729
H 3.725 -1.402 -1.508 -0.1104 0.0548 -0.5632



3.
10
Properties=species:S:1:pos:R:3:forces:R:3 method="wB97M-V/def2-TZVPD" gap_ev=9.5 smiles="O=C(NS)NS" charge=0 e_above_lowest_kj_mol=133.3 homo_energy_ev=-9.1537
O -0.027 2.038 -0.162 -0.0797 -3.6775 1.0575
C -0.145 0.788 -0.009 2.6273 4.1897 -0.4147
N -1.155 0.133 -0.602 -1.3882 -0.7088 -0.1487
S -1.629 -1.352 0.007 0.1997 -0.7352 3.5741
N 0.878 -0.030 0.718 -3.2411 -0.8004 -2.6308
S 1.579 -1.259 -0.306 0.1687 0.3285 0.0027
H -2.003 0.608 -0.943 1.3823 0.6216 0.3327
H -1.342 -1.005 1.496 -0.8793 -0.9145 -2.9790
H 1.624 0.517 0.991 1.4429 1.9563 0.9179
H 2.220 -0.437 -1.189 -0.2326 -0.2597 0.2883



4.
6
Properties=species:S:1:pos:R:3:forces:R:3 method="wB97M-V/def2-TZVPD" gap_ev="6.4 / 6.4" charge=0 e_above_lowest_kj_mol=238.9 homo_energy_ev="-10.5406 / -10.5361"
C 0.550 0.000 -0.077 -0.3263 -1.4302 -1.9728
S -0.309 1.005 1.032 -2.5589 -0.7250 0.8538
Cl 0.305 0.675 -1.733 0.0724 -0.6346 0.1462
Cl -3.011 0.180 0.553 2.8113 0.8651 0.3866
Br 2.441 0.144 0.324 -0.4177 0.1651 0.4508
Br 0.023 -2.004 -0.099 0.4192 1.7596 0.1353



5.
33
Properties=species:S:1:pos:R:3:forces:R:3 method="wB97M-V/def2-TZVPD" spin_multiplicity=5 gap_ev="7.6 / 4.3" charge=+2 e_above_lowest_kj_mol=135.4 homo_energy_ev="-14.4567 / -15.8438"
H 0.831 2.977 1.949 -0.0436 0.3045 -0.1486
N 0.404 1.651 0.390 0.7249 1.0198 -0.6949
B 0.130 0.366 -1.765 1.3293 0.2408 0.2759
N 0.485 1.657 -0.971 -0.1979 0.4244 0.4717
C 0.875 2.887 -1.358 -0.0084 0.0168 0.5848
Pt 0.028 -0.026 1.474 1.0736 1.4784 0.0510
H 0.988 3.120 -2.413 -0.0147 0.0350 0.3260
C 1.070 3.661 -0.207 0.0276 -0.0651 -0.5933
H 1.373 4.682 -0.189 0.1633 0.3775 0.0403
C 0.787 2.841 0.879 -0.2248 -0.4803 -1.2145
H 0.218 0.509 -2.953 -0.2414 -0.0668 0.3366
C -0.771 -1.448 2.837 -1.9377 -1.2821 2.5248
H -0.658 -1.310 3.926 -0.6049 -0.6452 0.0832
H -0.015 -2.229 2.690 0.2589 0.5386 -0.7222
H -1.764 -1.827 2.567 0.4101 -0.4588 0.5353
N -1.283 -0.034 -1.267 -2.0094 -0.3247 -1.3969
N 1.098 -0.739 -1.237 -0.1268 -0.4429 0.4420
N -1.481 -0.196 0.089 -2.7501 -0.7779 -1.1523
N 1.129 -1.024 0.097 0.8729 -0.5651 -0.8090
C -2.451 -0.260 -1.900 4.0410 1.1184 -0.8132
C 1.987 -1.552 -1.845 -0.1408 0.2461 0.0512
H -2.481 -0.169 -2.980 -0.2358 -0.1052 0.1310
H 2.140 -1.518 -2.924 -0.0779 -0.0146 0.4574
C -3.408 -0.557 -0.946 -2.4659 -0.6654 1.4132
C 2.596 -2.325 -0.871 0.9910 -0.7926 -0.8540
C -2.768 -0.515 0.281 0.2588 0.0137 1.1513
C 2.050 -1.966 0.340 -0.5902 0.4952 -0.1575
H -4.455 -0.767 -1.155 0.2686 -0.0073 0.1624
H 3.366 -3.064 -1.057 -0.1607 0.1494 0.1184
H -3.110 -0.697 1.320 -0.0557 0.2026 -1.1599
H 2.249 -2.286 1.362 -0.0034 -0.0291 -0.4460
H -1.063 -0.290 2.820 0.2245 -0.2467 0.0586
Br 1.903 0.447 3.017 1.2455 0.3084 0.9472



6.
7
Properties=species:S:1:pos:R:3:forces:R:3 method="wB97M-V/def2-TZVPD" gap_ev="8.4 / 8.4" charge=-1 e_above_lowest_kj_mol=115.6 homo_energy_ev="-5.1284 / -5.1283"
C -1.829 0.326 0.109 -0.3609 0.2025 0.1642
N -2.227 1.377 0.363 -0.1694 0.5580 0.0855
N 0.734 -1.073 0.362 -3.4776 -2.5705 0.5888
N 1.312 -0.073 -0.107 1.3649 1.1175 -0.4881
O 2.510 -0.153 0.292 0.6132 0.5376 -0.1110
O 0.883 0.828 -0.809 -0.3381 0.3921 -0.3987
S -1.384 -1.232 -0.210 2.3679 -0.2372 0.1594